The following is a DFT calculation (the ωB97M-V functional and the def2-TZVPD basis) of a molecular structure, C32H75FeN10O11 in a non-equilibrium geometry.

Each line ends with the Mulliken spin population.
CARTESIAN COORDINATES (ANGSTROEM)
Fe (34.42070, -9.64235, 3.82875)  3.800
C (30.22507, -10.41950, 2.69314)  0.002
C (31.67299, -10.65227, 3.09317)  -0.005
O (32.53068, -9.53217, 3.05478)  0.113
H (30.19374, -10.07538, 1.65707)  -0.006
H (29.74831, -9.70112, 3.35999)  0.000
H (29.68074, -11.36538, 2.70774)  -0.002
H (32.12522, -11.35544, 2.37573)  0.026
H (31.76189, -11.13613, 4.07808)  0.000
C (35.70025, -12.32935, 2.54050)  0.007
O (34.82543, -11.53361, 2.89553)  -0.002
N (35.52092, -13.57478, 2.11507)  0.003
C (36.65332, -14.45667, 1.89580)  0.000
C (34.15709, -14.13135, 2.10593)  -0.002
H (36.73314, -11.99880, 2.35752)  -0.002
H (37.57995, -13.89242, 1.82529)  0.000
H (36.55373, -15.07160, 1.00320)  0.000
H (36.73174, -15.15400, 2.73285)  0.000
H (33.99883, -14.66256, 1.17201)  0.000
H (34.09758, -14.80495, 2.96576)  0.000
H (33.37462, -13.39868, 2.28264)  0.002
C (29.81246, -8.37368, 8.01104)  0.000
O (29.37642, -7.26308, 8.25421)  0.000
N (30.21797, -8.73224, 6.77590)  0.000
C (30.15461, -7.86753, 5.61083)  -0.003
C (30.75346, -10.06178, 6.49403)  -0.001
H (29.86556, -9.18904, 8.74759)  0.000
H (30.11746, -6.81670, 5.87547)  0.000
H (29.29652, -8.18899, 5.00783)  0.000
H (30.94694, -8.08607, 4.88618)  0.004
H (30.56676, -10.61648, 7.41676)  0.000
H (30.23458, -10.57101, 5.68190)  0.001
H (31.81263, -10.00204, 6.24290)  0.000
C (31.45659, -5.80797, -1.51716)  0.000
O (31.32320, -5.11281, -2.50487)  0.000
N (30.57089, -6.72895, -1.10675)  0.000
C (30.80425, -7.61986, 0.03627)  -0.001
C (29.35800, -7.07509, -1.83869)  0.000
H (32.32572, -5.80267, -0.83500)  0.000
H (31.62309, -7.21753, 0.62851)  0.000
H (31.09492, -8.61561, -0.30450)  0.000
H (29.87571, -7.64903, 0.60282)  0.000
H (28.49249, -7.13674, -1.17742)  0.000
H (29.11740, -6.30966, -2.57286)  0.000
H (29.45176, -8.02329, -2.36505)  0.000
C (34.67829, -11.37051, 6.45827)  0.015
O (33.97894, -10.87222, 5.57022)  -0.016
N (34.88157, -12.66268, 6.64970)  0.007
C (34.21899, -13.65502, 5.79479)  0.000
C (35.45392, -13.19303, 7.87409)  -0.001
H (35.22732, -10.76647, 7.19423)  -0.001
H (34.85216, -14.54166, 5.76179)  0.000
H (34.15413, -13.27597, 4.77792)  0.002
H (33.26091, -13.91504, 6.23612)  0.000
H (36.32493, -13.81707, 7.67774)  0.000
H (35.81505, -12.37142, 8.49556)  0.000
H (34.74762, -13.74880, 8.49010)  0.000
C (29.46941, -13.28514, 5.41843)  -0.001
O (28.66936, -13.23913, 4.50977)  0.000
N (29.31821, -13.95969, 6.57826)  0.000
C (28.13024, -14.62494, 7.03517)  0.000
C (30.43684, -14.01428, 7.51912)  0.000
H (30.39711, -12.69846, 5.34653)  -0.001
H (28.21825, -15.70268, 7.19477)  0.000
H (27.29443, -14.47095, 6.35637)  0.000
H (27.88906, -14.20158, 8.01573)  0.000
H (30.84833, -15.02634, 7.54813)  0.000
H (31.26955, -13.40095, 7.17730)  0.000
H (30.05955, -13.68259, 8.48520)  0.000
C (28.67271, -10.06408, -4.12779)  0.000
O (27.74382, -9.28740, -4.14510)  0.000
N (29.03336, -10.76035, -3.01501)  0.000
C (28.57171, -10.52496, -1.67391)  0.000
C (30.26849, -11.54771, -3.11386)  0.000
H (29.32471, -10.28783, -4.98170)  0.000
H (27.57275, -10.08985, -1.69951)  0.000
H (29.16120, -9.77436, -1.13844)  0.000
H (28.57062, -11.44189, -1.08764)  0.000
H (30.15015, -12.39325, -2.43391)  0.000
H (30.43782, -12.04625, -4.06851)  0.000
H (31.12578, -10.90999, -2.89400)  0.000
C (24.71541, -10.36859, 5.78124)  0.000
O (23.79243, -10.24728, 6.55781)  0.000
N (25.97840, -9.92193, 5.94740)  0.000
C (27.03117, -10.39318, 5.05381)  0.000
C (26.34067, -9.07052, 7.05441)  0.000
H (24.64079, -10.95723, 4.84981)  0.000
H (27.88801, -10.66110, 5.67835)  0.000
H (27.36250, -9.53953, 4.45430)  0.000
H (26.75053, -11.24312, 4.44322)  0.000
H (26.76439, -9.63356, 7.89216)  0.000
H (27.18009, -8.42783, 6.76607)  0.000
H (25.50832, -8.42750, 7.31976)  0.000
C (34.53143, -10.04541, -0.05029)  -0.031
O (35.41760, -9.30872, -0.43057)  0.001
N (33.90693, -10.92005, -0.88191)  0.000
C (34.18867, -10.96013, -2.31054)  0.000
C (32.71194, -11.59174, -0.38008)  0.002
H (34.12129, -10.13809, 0.96901)  0.029
H (34.47293, -9.93231, -2.55542)  0.000
H (33.31012, -11.27440, -2.86345)  0.000
H (35.03586, -11.58894, -2.58945)  0.000
H (31.84240, -10.96540, -0.17733)  0.000
H (32.39710, -12.40420, -1.03514)  0.000
H (33.10662, -12.13346, 0.48376)  0.000
C (33.71434, -6.23501, 1.87962)  -0.052
O (34.37090, -6.34809, 0.87185)  0.002
N (32.93342, -5.21533, 2.30847)  0.000
C (32.15392, -5.40340, 3.51482)  -0.002
C (32.81144, -3.96966, 1.55236)  0.000
H (33.63944, -7.06010, 2.61127)  0.040
H (31.11152, -5.08849, 3.43515)  0.000
H (32.64077, -4.88701, 4.34665)  0.000
H (32.06339, -6.47193, 3.71064)  0.006
H (31.79345, -3.84010, 1.19195)  0.000
H (33.13017, -3.15760, 2.20860)  0.000
H (33.50716, -3.95561, 0.71668)  0.000
C (34.81496, -7.12456, 5.50078)  0.004
O (34.06887, -7.90895, 4.88822)  0.056
N (34.40387, -6.29201, 6.43175)  0.007
C (35.28667, -5.37842, 7.11730)  -0.001
C (33.05296, -6.36358, 7.01556)  0.000
H (35.90008, -7.12199, 5.35562)  0.000
H (36.31176, -5.41426, 6.75194)  0.000
H (35.39443, -5.67015, 8.17007)  0.000
H (34.89595, -4.36603, 7.20774)  0.000
H (32.53776, -7.22141, 6.58365)  0.000
H (33.12565, -6.50517, 8.09053)  0.000
H (32.47460, -5.48245, 6.74567)  0.000

Cartesian forces (eV/Å) of the 6 atoms listed first:
-3.1 -0.4 -0.4
0.5 0.0 -0.1
1.4 -0.3 -0.4
1.0 0.3 0.6
-0.1 0.3 0.1
-0.1 0.0 -0.2

Summary:
Spin multiplicity = 5
Largest force on an atom = 3.147 eV/A
HOMO level (alpha / beta) = -10.4522 / -10.4521 eV
Charge = +1
Energy relative to the best compared isomer or geometry (same formula, charge and spin) = 0.0 kcal/mol